Record 1
A molecular structure, C43H62N6O2P2PdS4, computed with ωB97M-V with the def2-TZVPD basis set.

E_HOMO (spin up / spin down), eV: -12.39 / -12.39
LUMO level (spin up / spin down), Eh: -0.2754 / -0.2753
Total charge: +2
Gap between HOMO and LUMO (spin up / spin down), eV: 4.90 / 4.90

```
120
C43H62N6O2P2PdS4 | the OMol25 dataset | ωB97M-V with the def2-TZVPD basis set
Pd -0.60173 -0.06279 -0.36144
O -1.46634 -1.51303 0.75513
N -0.79899 -2.07481 1.70349
N 0.40432 -1.77463 1.74802
O 0.92584 -0.97004 0.88230
C 1.26608 -2.42755 2.70539
C 0.69851 -3.11478 3.76321
C 1.54602 -3.71643 4.67534
C 2.92460 -3.62313 4.52382
C 3.46143 -2.93407 3.44702
C 2.63060 -2.32416 2.51973
H -0.37429 -3.18547 3.87042
H 1.12496 -4.25930 5.50803
H 3.57667 -4.09333 5.24374
H 4.53143 -2.87255 3.31943
H 3.02790 -1.79304 1.67298
C 2.10790 2.25901 -3.18457
N 0.93281 1.91715 -3.96146
C -0.31347 1.79720 -3.53971
S -0.76742 2.05346 -1.87470
N -1.24463 1.56164 -4.45160
C -2.68266 1.50449 -4.26293
H 2.87492 1.50006 -3.32833
H 1.83808 2.29703 -2.13558
H 2.48463 3.23179 -3.49821
H 1.08289 1.83385 -4.95954
H -0.93108 1.49092 -5.41216
H -2.91489 1.72533 -3.22369
H -3.04982 0.51013 -4.51059
H -3.15584 2.23881 -4.90971
C -0.81683 0.99614 5.89012
C 0.56141 1.07392 5.22673
C 0.48857 0.74702 3.73067
C -0.82091 1.29559 3.15792
C -2.00996 0.49289 3.73450
C -1.70400 0.00022 5.15673
P -0.92161 1.58081 1.35321
C 0.33871 2.83949 0.92146
C 1.70255 2.21259 0.58572
C 2.73470 3.32007 0.40877
C 2.99177 4.07429 1.72251
C 1.81524 3.95915 2.69443
C 0.48555 4.00419 1.95468
C -2.57670 2.27929 0.99457
C -2.88824 3.56921 1.79535
C -4.38437 3.91009 1.70848
C -4.97858 3.44151 0.38730
C -4.94004 1.90937 0.30095
C -3.77139 1.32015 1.10069
H -1.30054 1.97704 5.87544
H -0.71619 0.72711 6.94040
H 1.24583 0.36567 5.69738
H 0.98917 2.06840 5.37013
H 0.49426 -0.32191 3.60913
H 1.36933 1.12517 3.21843
H -0.90139 2.33966 3.48954
H -2.24714 -0.35028 3.08680
H -2.89303 1.12833 3.76331
H -1.20894 -0.97296 5.11980
H -2.64272 -0.14875 5.69067
H -0.06027 3.25931 -0.00327
H 1.61312 1.61076 -0.32317
H 2.02823 1.52642 1.36924
H 2.36950 4.01236 -0.35634
H 3.66529 2.89990 0.02543
H 3.17508 5.12688 1.50324
H 3.89651 3.70053 2.20194
H 1.85270 4.77467 3.41801
H 1.88635 3.03959 3.27443
H 0.42740 4.93816 1.38966
H -0.34209 4.04271 2.65732
H -2.47138 2.55930 -0.06119
H -2.30134 4.39428 1.38995
H -2.60360 3.45620 2.84197
H -4.51129 4.98529 1.83338
H -4.92242 3.43837 2.53288
H -4.42221 3.88861 -0.44060
H -6.00376 3.79492 0.28832
H -4.86239 1.59410 -0.74335
H -5.87340 1.49594 0.68467
H -3.52792 0.32023 0.74672
H -4.05606 1.21188 2.14267
S 0.96152 -3.85585 -1.00015
P 1.76610 -2.59120 -2.28027
S 0.77394 -0.76079 -2.36488
C 3.48899 -2.20258 -1.93670
C 4.52006 -2.61745 -2.76959
C 5.83209 -2.26760 -2.47543
C 6.11506 -1.50850 -1.35451
C 5.08633 -1.10145 -0.51120
C 3.77878 -1.44054 -0.80277
C 1.69027 -3.28228 -3.94770
C 1.98327 -2.46753 -5.04712
C 1.93475 -2.97981 -6.33149
C 1.59157 -4.31010 -6.53002
C 1.30210 -5.12240 -5.44261
C 1.35183 -4.61099 -4.15174
H 4.31327 -3.22908 -3.63819
H 6.63310 -2.59401 -3.12302
H 7.13501 -1.23368 -1.13213
H 5.31072 -0.52135 0.37353
H 2.97513 -1.12374 -0.15216
H 2.25390 -1.42740 -4.89489
H 2.17222 -2.34988 -7.17794
H 1.55747 -4.71357 -7.53104
H 1.04545 -6.16038 -5.59593
H 1.13553 -5.24448 -3.30362
C -4.99752 -2.48656 -1.46112
N -3.76363 -2.77220 -2.18164
C -3.52062 -3.89279 -2.93737
C -2.25442 -3.78577 -3.41209
N -1.76778 -2.59557 -2.96322
C -2.67938 -1.97940 -2.21559
S -2.66058 -0.41465 -1.45142
H -5.52313 -3.42294 -1.30282
H -5.62370 -1.80590 -2.03361
H -4.74619 -2.03956 -0.50258
H -4.25921 -4.66202 -3.05531
H -1.66623 -4.44845 -4.01842
H -0.83504 -2.19326 -3.12482
```

Atomic partial charges in e from the Löwdin method, atoms 1 to 4:
1. Pd 0.56
2. O -0.29
3. N 0.04
4. N -0.22

Record 2
10 unconnected molecules or ions with the total composition C43H62O17S5, computed with ωB97M-V with the def2-TZVPD basis set.

E_HOMO, eV: -9.17
LUMO level, Eh: -0.0026
Gap between HOMO and LUMO, eV: 9.10

```
127
C43H62O17S5 | the OMol25 dataset | ωB97M-V with the def2-TZVPD basis set
C -1.64734 3.39999 4.69716
C -1.23499 3.18173 6.14441
O -0.21122 4.03918 6.60688
S 1.29196 3.95725 5.97283
C 2.11925 3.32430 7.48189
O 1.37124 2.94322 4.95327
O 1.65357 5.32639 5.76407
H -0.77431 3.31997 4.05478
H -1.97848 4.42788 4.47500
H -2.52341 2.88824 4.29692
H -2.06162 3.08958 6.84726
H -0.93450 2.12068 6.11536
H 1.95932 2.25659 7.57825
H 1.79426 3.97553 8.28352
H 3.16738 3.49601 7.22937
C 2.89713 -3.27842 0.79486
C 1.43792 -3.69506 0.89025
O 1.09664 -4.52300 -0.22898
S 1.43602 -6.10671 -0.15565
C 0.55555 -6.68989 -1.63369
O 2.86474 -6.20367 -0.31197
O 0.82834 -6.65425 1.03750
H 3.64756 -4.05958 0.91254
H 3.18438 -2.59108 1.59901
H 3.12681 -2.72550 -0.11736
H 1.23151 -4.20210 1.83345
H 0.80870 -2.81223 0.81507
H 0.43626 -7.77103 -1.55483
H 1.08374 -6.52660 -2.56726
H -0.40906 -6.21952 -1.46295
C 5.20461 -4.03178 -2.33601
C 4.77578 -2.69941 -2.84348
O 4.53049 -2.57252 -4.27350
S 3.13328 -3.17576 -4.84321
C 2.06923 -1.73480 -4.59102
O 3.30026 -3.37900 -6.24724
O 2.63540 -4.22306 -4.00130
H 4.51017 -4.78855 -2.69752
H 5.27700 -3.95347 -1.25133
H 6.19259 -4.36002 -2.66721
H 3.84314 -2.33005 -2.39628
H 5.43800 -1.86834 -2.58632
H 2.70627 -0.92161 -4.23547
H 1.45448 -1.94223 -3.71581
H 1.56299 -1.38816 -5.48462
O -1.11302 -4.00755 -4.77564
S -1.44563 -3.79994 -3.40556
O -0.42639 -3.91832 -2.41633
O -2.18045 -2.38597 -3.16505
C -3.08540 -2.47150 -2.06554
C -3.81381 -3.71832 -2.44816
O -2.85091 -4.59600 -3.06638
H -2.40129 -2.61548 -1.22120
H -3.70955 -1.60000 -1.89806
H -4.56777 -3.51107 -3.21057
H -4.33527 -4.24051 -1.64737
O -2.08547 -3.84285 2.19583
S -3.38751 -3.27206 2.34914
O -3.57249 -1.85697 2.48779
O -4.32666 -3.88993 1.18651
C -5.68441 -4.01846 1.68659
C -5.47487 -4.55210 3.10010
O -4.24414 -4.00339 3.49904
H -6.14355 -3.03611 1.55927
H -6.24071 -4.62994 0.97809
H -5.52108 -5.63480 3.17479
H -6.24860 -4.08522 3.71283
C 2.60017 5.84572 -2.20011
C 3.95330 6.19832 -2.11866
C 4.95989 5.40034 -2.62844
C 4.54897 4.26546 -3.33546
C 3.21548 3.96311 -3.48775
C 2.20742 4.64073 -2.81599
H 1.81265 6.41331 -1.72254
H 4.15397 7.07875 -1.51960
H 5.98428 5.74248 -2.62729
H 5.24928 3.62324 -3.85596
H 2.97332 3.04631 -4.01723
H 1.21542 4.21506 -2.78926
C -1.96125 6.22406 1.42795
C -3.06658 5.39558 1.40506
C -4.33683 5.97463 1.43774
C -4.50962 7.35169 1.55657
C -3.34595 8.12682 1.57330
C -2.08252 7.59515 1.35066
H -0.97942 5.76269 1.49105
H -3.01855 4.33203 1.59984
H -5.19576 5.31300 1.40835
H -5.50773 7.74556 1.67264
H -3.50953 9.19912 1.62078
H -1.26034 8.29475 1.40974
C 2.24902 -2.84131 4.79175
C 0.86656 -2.98101 4.96206
C 0.03741 -1.91219 4.62643
C 0.55306 -0.66336 4.27873
C 1.90791 -0.59110 3.96464
C 2.72395 -1.69396 4.18631
H 2.79914 -3.73443 5.05940
H 0.38998 -3.84208 5.40958
H -1.01456 -1.96635 4.88707
H -0.09877 0.19730 4.21848
H 2.31656 0.34690 3.61237
H 3.77354 -1.62032 3.92626
C -0.82965 -0.45068 0.02164
C -1.19701 0.12611 1.23146
C -1.15143 1.51027 1.36382
C -0.78147 2.29055 0.28877
C -0.48258 1.71251 -0.95161
C -0.37668 0.31057 -1.03850
H -0.72825 -1.53050 0.06182
H -1.48496 -0.57421 2.00163
H -1.54622 2.05017 2.21520
H -0.85635 3.37118 0.30887
H -0.33860 2.24412 -1.88257
H -0.10835 -0.14760 -1.98255
C -0.94443 2.28560 -5.30251
C -0.36777 2.37337 -6.59400
C -0.47790 1.28134 -7.42673
C -0.89567 0.03964 -6.90267
C -1.28633 -0.09232 -5.60668
C -1.33196 1.05676 -4.80059
H -0.96174 3.11036 -4.60072
H -0.05196 3.37692 -6.84855
H -0.15566 1.33975 -8.45757
H -0.90079 -0.71327 -7.68322
H -1.69957 -1.00472 -5.19730
H -1.64058 0.95543 -3.76671
```

Atomic partial charges in e from the Löwdin method, atoms 1 to 4:
1. C -0.09
2. C -0.28
3. O -0.25
4. S 0.62

Record 3
8 unconnected molecules or ions with the total composition C43H63Cl2O22, computed with ωB97M-V with the def2-TZVPD basis set.

E_HOMO, eV: -1.78
LUMO level, Eh: 0.0564
Total charge: -1
Gap between HOMO and LUMO, eV: 3.31

```
130
C43H63Cl2O22 | the OMol25 dataset | ωB97M-V with the def2-TZVPD basis set
C -0.75412 3.47109 1.43189
C 0.87618 3.32596 1.08533
O 1.56242 4.29949 1.90761
C 2.98540 4.47283 1.65206
C 3.65116 3.38123 0.63200
C 3.90666 1.88013 1.32792
C 3.89478 0.64955 0.24838
C 2.60611 0.60937 -0.76072
C 2.86070 1.20742 -2.29915
C 1.70250 1.30689 -3.45579
C 0.18737 0.78644 -3.09253
C -0.09504 0.17045 -1.57894
C 1.09404 0.08399 -0.41086
C 3.05715 5.93357 0.83177
Cl 2.14507 5.93364 -0.77644
C 4.59707 6.53647 0.75153
C 4.61561 8.06867 0.08715
Cl 5.46970 6.60402 2.38586
H -0.97773 3.00999 2.50250
H -1.32477 2.88342 0.56508
H -0.99468 4.61443 1.36898
H 0.95545 3.45606 -0.07389
H 1.13919 2.20515 1.40150
H 3.17807 3.31763 -0.43512
H 4.76568 3.77362 0.44233
H 4.99039 1.89631 1.81231
H 3.14919 1.71504 2.20959
H 3.87099 -0.36866 0.86656
H 4.87852 0.68483 -0.38523
H 3.95068 1.60237 -2.56650
H 1.96352 1.75463 -4.50577
H -0.62632 0.88062 -3.93692
H -1.18579 -0.22029 -1.31232
H 0.84860 -0.35527 0.66174
H 2.46939 6.68792 1.54725
H 5.18536 5.86250 -0.02642
H 5.01770 8.85401 0.88144
H 3.55583 8.43761 -0.24733
H 5.28821 8.07390 -0.89895
C -3.64014 -0.41845 -6.65853
C -4.15738 -0.74896 -5.27336
C -4.82672 0.40348 -4.58758
O -4.65482 0.08162 -3.21870
C -3.51743 -0.67424 -3.14150
O -2.95734 -0.97448 -2.10224
O -3.09040 -1.04413 -4.38738
H -3.04112 -1.24737 -7.05017
H -4.46486 -0.22278 -7.35026
H -2.98409 0.45869 -6.63886
H -4.81049 -1.62899 -5.31635
H -5.88883 0.47966 -4.83693
H -4.34329 1.36801 -4.77892
C -9.21632 -0.39443 0.18875
C -9.03964 -0.47547 -1.31380
C -8.00638 -1.47071 -1.74774
O -7.59592 -0.95307 -3.00096
C -7.79866 0.39843 -2.94360
O -7.38728 1.19384 -3.76943
O -8.52113 0.73797 -1.83268
H -9.87373 0.44115 0.45130
H -9.64702 -1.31886 0.58480
H -8.26080 -0.20975 0.69179
H -10.00707 -0.66003 -1.79637
H -8.41668 -2.47816 -1.86064
H -7.13258 -1.51116 -1.08785
C -1.07825 -3.01527 -0.72662
C 0.13704 -3.91704 -0.65360
C 0.51010 -4.53555 -1.96687
O 1.18638 -5.71364 -1.56468
C 0.66689 -6.05838 -0.34721
O 0.87467 -7.11781 0.21701
O -0.12074 -5.05648 0.14999
H -1.38650 -2.70795 0.27830
H -0.86896 -2.12002 -1.31963
H -1.93383 -3.53662 -1.16973
H 0.98007 -3.37588 -0.20715
H 1.16855 -3.89445 -2.55973
H -0.35352 -4.82409 -2.57640
C -2.88825 2.46872 7.42752
C -2.31626 1.53422 6.38111
C -1.46358 2.22208 5.35827
O -1.57388 1.35695 4.24186
C -2.78633 0.73424 4.35651
O -3.30214 0.06123 3.48191
O -3.34431 0.97191 5.58270
H -3.61061 1.93952 8.05797
H -2.09808 2.87713 8.06453
H -3.42935 3.30085 6.96391
H -1.78013 0.70975 6.86658
H -0.42096 2.31378 5.67543
H -1.83841 3.20995 5.06804
C 5.08044 -0.04137 -7.07199
C 5.92011 0.91768 -6.25307
C 6.66539 0.26106 -5.13065
O 6.83130 1.32785 -4.21336
C 5.78534 2.18335 -4.42554
O 5.49697 3.11540 -3.69612
O 5.10369 1.84976 -5.56372
H 4.45355 0.50977 -7.78091
H 5.71168 -0.73966 -7.62955
H 4.39962 -0.61677 -6.43516
H 6.59286 1.48270 -6.90959
H 7.63571 -0.13272 -5.44605
H 6.09891 -0.53541 -4.63531
C 3.98704 -4.16136 4.02762
C 5.17786 -3.47000 3.39562
C 6.17621 -2.95754 4.38915
O 6.79056 -1.89607 3.68003
C 5.85788 -1.43731 2.79090
O 5.96748 -0.41136 2.14333
O 4.78363 -2.28205 2.72937
H 3.22944 -4.38610 3.26943
H 4.28618 -5.09478 4.51361
H 3.50321 -3.51881 4.77140
H 5.64595 -4.12992 2.65518
H 6.91442 -3.71421 4.66944
H 5.72003 -2.54780 5.29725
C -2.24930 -4.22810 2.19725
C -3.37640 -4.57507 3.14841
C -4.28086 -3.42120 3.45980
O -4.79709 -3.77634 4.73037
C -3.84811 -4.56175 5.32494
O -3.86486 -4.89791 6.49568
O -2.87542 -4.91552 4.43046
H -1.54509 -5.06314 2.11905
H -2.63356 -3.99726 1.19925
H -1.67483 -3.36818 2.55876
H -3.93703 -5.43746 2.76784
H -5.08840 -3.31331 2.73022
H -3.75422 -2.46515 3.55592
```

Atomic partial charges in e from the Löwdin method, atoms 1 to 4:
1. C -0.09
2. C -0.30
3. O -0.28
4. C -0.33